{
  "formula": "H2N4O",
  "method": "the ωB97M-V functional and the def2-TZVPD basis",
  "fmax_ev_per_a": 2.75,
  "de_lowest_kj_mol": 309.3,
  "homo_lumo_gap_ev": 9.164,
  "lumo_ha": 0.0295,
  "symbols": ["N", "N", "N", "N", "O", "H", "H"],
  "positions_angstrom": [[3.3513, 0.9033, -0.9420], [3.6162, 0.5143, 0.0718], [0.5600, -0.9554, -0.7357], [0.9747, -1.1708, 0.3831], [3.7713, 0.1249, 1.1615], [0.5667, -1.3995, -1.7772], [0.1520, -0.0109, -0.9004]],
  "forces_ev_per_a": [[0.41, -0.07, -0.12], [-0.98, 0.42, -0.62], [-0.59, 2.24, -1.36], [0.18, -1.47, -1.18], [0.58, -0.35, 0.77], [0.64, -0.63, 2.60], [-0.24, -0.14, -0.09]]
}

***

{
  "formula": "C5H2N2O8",
  "method": "the ωB97M-V functional and the def2-TZVPD basis",
  "fmax_ev_per_a": 5.32,
  "total_charge": -2,
  "de_lowest_kj_mol": 18.2,
  "homo_lumo_gap_ev": 8.082,
  "smiles": "N#C[C@](O)(C(=O)[O-])[C@@](O)(C(=O)[O-])[N+](=O)[O-]",
  "lumo_ha": 0.2369,
  "symbols": ["C", "C", "C", "C", "C", "N", "N", "O", "O", "O", "O", "O", "O", "O", "O", "H", "H"],
  "positions_angstrom": [[0.4068, 0.6250, 1.9259], [1.7468, -1.0390, 0.3662], [-0.8623, -0.6998, -1.6603], [0.1832, -0.2183, 0.8186], [-0.3327, 0.5520, -0.5473], [0.5658, 1.2531, 2.8817], [-1.3702, 1.4196, -0.2296], [2.6187, -0.2251, 0.0608], [0.0453, -1.4536, -2.0333], [-2.2205, 1.2117, 0.6317], [1.6448, -2.2220, 0.5367], [-2.0556, -0.5602, -1.9524], [-1.5214, 2.4104, -0.9116], [-0.6205, -1.2363, 1.3116], [0.7399, 1.2198, -1.1301], [-0.4881, -1.8987, 0.6787], [1.5199, 0.8614, -0.7472]],
  "forces_ev_per_a": [[0.42, 1.42, 1.25], [-1.76, 1.98, 0.89], [-0.31, 0.95, 0.01], [0.90, -0.82, -2.55], [3.18, -4.14, 1.03], [0.09, -0.05, -0.25], [-3.60, 2.53, 0.32], [0.61, 0.03, -0.32], [-0.64, 0.73, 0.70], [0.80, -1.49, 0.62], [0.34, -1.30, 0.00], [0.37, -0.41, 0.03], [0.84, 1.06, -1.31], [-1.16, 1.41, 0.85], [-2.29, 1.22, -0.65], [0.36, -2.23, -1.35], [1.85, -0.89, 0.73]]
}

***

{
  "formula": "C25H48BClN5O4P2S",
  "method": "the ωB97M-V functional and the def2-TZVPD basis",
  "fmax_ev_per_a": 2.08,
  "total_charge": 1,
  "homo_lumo_gap_ev": 8.748,
  "lumo_ha": -0.1008,
  "symbols": ["C", "C", "N", "C", "P", "S", "C", "C", "C", "C", "Cl", "C", "C", "C", "N", "B", "O", "O", "C", "C", "C", "N", "C", "C", "C", "C", "O", "P", "O", "H", "H", "H", "H", "H", "H", "H", "H", "H", "H", "H", "H", "H", "H", "H", "H", "H", "H", "H", "H", "H", "H", "H", "H", "H", "H", "H", "H", "H", "H", "H", "H", "H", "H", "C", "C", "C", "C", "N", "H", "H", "H", "H", "H", "H", "H", "C", "C", "C", "C", "N", "H", "H", "H", "H", "H", "H", "H"],
  "positions_angstrom": [[1.6120, 1.9829, 1.0480], [0.4892, 1.7868, 0.7103], [-0.8677, 1.5790, 0.3403], [-1.6350, 2.8035, 0.9447], [-1.1441, 4.3222, 0.0005], [-2.4295, 5.7609, 0.0453], [-3.0969, 2.3875, 0.7253], [-4.1891, 3.1278, 1.5247], [-4.2355, 3.2860, 3.0538], [-5.0012, 2.2349, 3.8554], [-2.6682, 3.6241, 3.8526], [-3.1179, 0.8452, 0.4908], [-4.2178, 0.0413, 1.2145], [-5.6451, 0.2949, 0.6960], [-6.2618, -0.8502, 0.0226], [-3.3386, 0.4917, -1.0721], [-3.7808, -0.7407, -1.4018], [-3.0935, 1.3875, -2.1249], [-1.6272, 0.3616, 0.8119], [-1.2924, -0.9962, 0.1768], [-0.2240, -1.9244, 0.7676], [1.1249, -1.3742, 0.7583], [1.8861, -1.7789, -0.4428], [1.4865, -1.0652, -1.7300], [1.8765, -1.9143, 1.8839], [2.8044, -0.9718, 2.5778], [1.7699, -3.0733, 2.2019], [-1.5309, 0.1804, 2.6715], [-0.1836, 0.3035, 3.2553], [2.6223, 2.1742, 1.3727], [-0.7905, 1.6416, -0.6791], [-1.2434, 2.8179, 1.9551], [0.1255, 4.6702, 0.4742], [-0.9980, 3.7938, -1.3041], [-3.2758, 2.7883, -0.2795], [-5.1526, 2.7214, 1.2296], [-4.1887, 4.1359, 1.1203], [-4.8030, 4.1993, 3.2139], [-4.4109, 1.3573, 4.0996], [-5.9358, 1.9881, 3.3599], [-5.2625, 2.6902, 4.8090], [-3.9936, -1.0188, 1.1009], [-4.2228, 0.2027, 2.2891], [-5.7018, 1.1799, 0.0573], [-6.2630, 0.5411, 1.5624], [-5.7370, -1.6990, 0.1676], [-7.2018, -1.0010, 0.3550], [-3.7235, -0.8645, -2.3580], [-2.1715, 1.5153, -2.3607], [-2.2038, -1.5872, 0.1379], [-1.0137, -0.8450, -0.8692], [-0.2391, -2.8137, 0.1257], [-0.4891, -2.3172, 1.7455], [1.8420, -2.8588, -0.6027], [2.9296, -1.5393, -0.2386], [2.3345, -1.0418, -2.4070], [0.6797, -1.5964, -2.2388], [1.1374, -0.0459, -1.5649], [3.1494, -1.4482, 3.4882], [3.6416, -0.7507, 1.9171], [2.3080, -0.0387, 2.8152], [-2.4974, 1.0543, 3.1697], [-2.0714, -1.1071, 2.8297], [1.8259, -3.2174, -5.5747], [3.2782, -3.4249, -5.9884], [4.1048, -4.1519, -4.9212], [4.1447, -3.3955, -3.6697], [4.1753, -2.7972, -2.6968], [1.7530, -2.5876, -4.6859], [1.2681, -2.7277, -6.3724], [1.3385, -4.1699, -5.3588], [3.7372, -2.4592, -6.2061], [3.3139, -4.0092, -6.9082], [5.1298, -4.2954, -5.2630], [3.6817, -5.1355, -4.7126], [5.6146, -0.5085, -0.4844], [6.7192, 0.2661, 0.2199], [6.3181, 0.6081, 1.6609], [5.0841, 1.3946, 1.6556], [4.0920, 1.9613, 1.6452], [4.7057, 0.0968, -0.5351], [5.8828, -0.7709, -1.5057], [5.3799, -1.4342, 0.0453], [6.9253, 1.1861, -0.3295], [7.6443, -0.3105, 0.2314], [7.0995, 1.1737, 2.1682], [6.1354, -0.3018, 2.2351]],
  "forces_ev_per_a": [[-1.24, 0.36, -0.28], [-0.88, -0.88, -0.12], [1.67, 0.89, 0.85], [0.20, -1.14, -0.72], [-0.85, 0.98, 0.22], [0.17, -0.10, 0.02], [-0.24, 0.55, -0.77], [0.40, 0.02, 0.35], [-0.80, -0.13, 0.01], [0.34, 0.43, 0.33], [0.17, 0.05, -0.01], [0.24, -0.52, -0.43], [0.18, -0.06, 0.19], [-0.57, -0.34, 0.39], [0.14, 0.15, -0.08], [-0.03, 0.31, -0.46], [0.22, 0.02, 0.03], [0.29, -0.24, 0.47], [-1.55, -0.41, 0.82], [0.75, 0.06, -0.30], [0.03, -0.24, -0.65], [0.09, -0.30, 0.40], [0.32, 0.68, -0.11], [-0.40, -0.19, -0.03], [-0.04, -0.31, 0.03], [-0.02, -0.05, -0.06], [-0.25, 0.35, 0.03], [0.91, -0.33, 0.09], [0.09, 0.22, 0.05], [-0.14, 0.09, -0.06], [-0.84, -0.27, -0.12], [-0.21, 0.26, 0.19], [0.15, -0.36, -0.16], [0.40, -0.27, 0.15], [-0.24, 0.07, 0.01], [-0.07, -0.11, 0.03], [0.14, 0.07, -0.01], [0.10, 0.17, -0.10], [-0.06, -0.25, -0.18], [-0.01, -0.20, -0.14], [-0.02, -0.07, 0.11], [-0.04, -0.09, -0.13], [0.09, 0.19, 0.08], [0.21, -0.05, -0.29], [0.05, 0.22, 0.07], [0.02, -0.06, -0.05], [-0.06, -0.03, 0.00], [-0.33, -0.08, -0.02], [-0.08, 0.21, -0.26], [-0.19, 0.15, 0.07], [-0.10, 0.17, -0.12], [-0.20, -0.12, 0.02], [0.01, 0.28, 0.22], [-0.05, -0.14, 0.13], [0.06, -0.03, -0.03], [0.05, 0.01, -0.08], [-0.05, -0.05, -0.06], [0.20, 0.16, 0.19], [0.19, -0.04, 0.04], [0.06, -0.02, -0.01], [-0.18, 0.11, -0.04], [-0.07, 0.07, -0.04], [-0.39, 0.13, -0.17], [0.02, 0.01, -0.02], [-0.17, 0.06, -0.01], [-0.05, 0.11, -0.13], [0.07, -0.46, -0.54], [-0.02, 0.42, 0.61], [0.02, -0.02, 0.03], [-0.01, -0.02, 0.00], [-0.01, 0.00, 0.01], [0.06, -0.02, -0.01], [0.07, -0.03, 0.02], [0.02, -0.04, 0.03], [0.01, -0.02, 0.02], [-0.01, 0.02, -0.06], [-0.11, -0.09, -0.20], [0.13, 0.13, -0.23], [0.54, -0.32, 0.31], [1.76, 0.33, 0.42], [-0.04, -0.06, -0.03], [0.04, -0.03, 0.03], [0.01, -0.03, -0.04], [0.05, 0.04, 0.06], [-0.01, 0.01, 0.12], [-0.06, 0.05, 0.06], [-0.04, 0.00, 0.04]]
}

***

{
  "formula": "C16H39Cl20NNbO2",
  "method": "the ωB97M-V functional and the def2-TZVPD basis",
  "fmax_ev_per_a": 3.71,
  "total_charge": -1,
  "homo_lumo_gap_ev": 6.513,
  "lumo_ha": 0.0615,
  "symbols": ["C", "C", "C", "O", "Nb", "C", "C", "O", "C", "N", "H", "H", "H", "H", "H", "H", "H", "H", "H", "H", "H", "H", "H", "H", "H", "H", "H", "H", "H", "C", "Cl", "Cl", "H", "H", "C", "Cl", "Cl", "H", "H", "C", "Cl", "Cl", "H", "H", "C", "Cl", "Cl", "H", "H", "C", "Cl", "Cl", "H", "H", "C", "Cl", "Cl", "H", "H", "C", "Cl", "Cl", "H", "H", "C", "Cl", "Cl", "H", "H", "C", "Cl", "Cl", "H", "H", "C", "Cl", "Cl", "H", "H"],
  "positions_angstrom": [[3.6237, -2.5141, -4.1658], [3.1999, -1.1065, -4.6220], [1.7459, -0.7567, -4.2933], [1.6267, -0.1282, -3.0278], [1.3623, -0.9422, -1.2102], [1.6024, 0.9112, 0.0804], [2.1476, 2.1747, -0.5840], [1.2730, 2.7049, -1.5799], [3.5396, 2.0230, -1.1718], [4.5609, 1.9218, -0.0943], [4.2685, -2.4649, -3.2886], [4.1559, -3.0505, -4.9539], [2.7615, -3.1117, -3.8656], [3.8092, -0.3314, -4.1540], [3.3333, -1.0438, -5.7031], [1.1094, -1.6396, -4.3784], [1.3817, -0.0457, -5.0407], [-0.4760, -0.7355, -1.1082], [0.9694, -2.5916, -1.9185], [3.1485, -1.4128, -1.1137], [1.2832, -1.9065, 0.3405], [0.6489, 1.1622, 0.5535], [2.2679, 0.6226, 0.9023], [2.2311, 2.9559, 0.1949], [0.5348, 2.0942, -1.6736], [3.7615, 2.9255, -1.7460], [3.5957, 1.1663, -1.8457], [4.0918, 1.6783, 0.7732], [5.1438, 1.1135, -0.2848], [-1.3304, -2.9006, -6.3026], [-1.2889, -1.3224, -7.1078], [-1.4519, -2.7608, -4.5513], [-2.1897, -3.4480, -6.6714], [-0.4099, -3.4210, -6.5404], [5.4732, 5.0410, -0.2481], [6.9099, 6.0198, 0.1398], [4.7118, 5.5605, -1.7538], [5.7593, 3.9998, -0.3407], [4.7563, 5.1582, 0.5549], [1.9637, 2.6027, -7.4427], [0.3982, 2.8923, -8.2201], [2.3686, 0.8880, -7.3671], [2.7266, 3.1137, -8.0172], [1.9181, 2.9840, -6.4290], [-1.1857, 2.4738, 3.1902], [-0.5300, 3.5246, 1.9245], [-0.3052, 0.9531, 3.3408], [-1.1233, 3.0047, 4.1326], [-2.2155, 2.2465, 2.9439], [-2.9968, -2.1503, 2.3766], [-3.2384, -1.3365, 3.9426], [-2.4376, -1.0793, 1.1007], [-2.2559, -2.9295, 2.5134], [-3.9501, -2.5725, 2.0843], [9.2767, 5.0315, 3.1412], [9.2193, 3.3105, 2.7554], [10.8930, 5.5461, 3.6543], [8.9996, 5.5932, 2.2574], [8.5838, 5.2258, 3.9507], [-5.1457, -5.7067, 1.0921], [-5.4400, -4.9146, 2.6475], [-4.4132, -4.6054, -0.0771], [-4.4691, -6.5371, 1.2544], [-6.0951, -6.0500, 0.6993], [-4.5042, 3.0868, 5.8023], [-4.5147, 1.7154, 4.6911], [-3.8413, 4.5516, 5.0612], [-5.5233, 3.2931, 6.1067], [-3.8896, 2.8287, 6.6563], [-8.2098, -2.0156, 3.1263], [-8.6464, -3.3943, 4.1559], [-6.5329, -1.5282, 3.3424], [-8.3583, -2.3098, 2.0941], [-8.8529, -1.1843, 3.3888], [-8.2641, -5.6495, 7.0318], [-6.6218, -5.7630, 7.6699], [-9.4514, -5.2872, 8.2939], [-8.2921, -4.8523, 6.2994], [-8.5243, -6.6006, 6.5835]],
  "forces_ev_per_a": [[0.13, 0.15, 0.28], [-0.34, -0.37, 0.12], [0.21, 0.75, -0.53], [-0.33, -2.06, 1.42], [0.90, 2.83, -2.22], [-0.40, -0.12, 0.02], [-0.08, 0.04, 0.34], [-0.02, -0.01, 0.01], [0.40, 0.24, 0.13], [-0.09, -0.30, -0.09], [0.00, -0.06, -0.01], [0.03, 0.02, 0.00], [-0.04, 0.01, -0.06], [0.15, -0.02, -0.14], [0.00, 0.13, -0.02], [0.02, -0.05, 0.24], [-0.03, 0.05, 0.03], [-0.12, -0.48, 0.30], [-0.32, -0.17, 0.30], [0.03, -0.52, 0.36], [0.06, -0.17, -0.29], [0.07, 0.04, 0.14], [-0.04, -0.10, 0.03], [0.01, 0.05, -0.09], [0.04, -0.07, -0.07], [-0.14, -0.08, -0.15], [-0.13, -0.03, 0.00], [0.00, 0.06, -0.01], [0.03, 0.06, 0.02], [0.03, -0.07, 0.06], [0.01, 0.02, -0.03], [-0.03, 0.00, 0.02], [-0.02, 0.04, -0.01], [0.02, 0.03, 0.00], [-0.05, -0.11, 0.01], [0.02, 0.02, 0.02], [0.04, 0.11, -0.01], [-0.01, -0.02, 0.01], [0.01, 0.05, 0.00], [0.03, 0.04, 0.09], [0.00, 0.01, -0.01], [0.03, 0.09, -0.20], [-0.01, -0.02, -0.03], [-0.05, -0.03, 0.00], [-0.06, -0.01, 0.03], [0.01, 0.01, 0.00], [0.08, 0.05, 0.05], [0.01, 0.00, 0.00], [0.00, -0.02, -0.04], [-0.03, -0.07, -0.17], [0.05, -0.02, -0.02], [-0.03, 0.00, 0.08], [0.02, 0.04, 0.06], [-0.01, 0.01, 0.02], [-0.08, 0.01, -0.03], [-0.02, 0.01, -0.01], [0.00, 0.04, 0.01], [0.04, -0.04, -0.03], [0.03, -0.03, 0.03], [0.05, -0.01, -0.05], [-0.07, -0.08, 0.05], [0.00, -0.01, -0.01], [0.02, 0.03, 0.01], [-0.01, 0.03, 0.01], [-0.05, -0.04, 0.03], [-0.02, 0.04, 0.05], [0.02, 0.01, 0.00], [0.00, 0.01, -0.03], [0.03, 0.01, -0.02], [0.07, 0.08, -0.11], [-0.09, 0.00, -0.04], [-0.04, 0.05, 0.06], [0.02, -0.05, 0.02], [0.00, -0.02, 0.04], [0.01, -0.01, -0.06], [0.00, 0.00, -0.01], [-0.02, 0.00, -0.01], [0.04, 0.01, 0.08], [0.00, -0.01, 0.03]]
}

***

{
  "formula": "C5H10O2",
  "method": "the ωB97M-V functional and the def2-TZVPD basis",
  "fmax_ev_per_a": 1.75,
  "de_lowest_kj_mol": 406.8,
  "homo_lumo_gap_ev": 9.958,
  "lumo_ha": 0.0246,
  "symbols": ["C", "C", "C", "O", "C", "C", "O", "H", "H", "H", "H", "H", "H", "H", "H", "H", "H"],
  "positions_angstrom": [[2.3795, 0.2530, 0.5416], [1.4569, -0.1790, -0.6189], [-0.0157, -0.2526, -0.0931], [-0.3443, 1.0315, 0.3849], [-1.2756, -0.4031, -0.9533], [-2.8529, -0.0346, 0.3513], [-2.5876, 0.6139, 1.3381], [3.4158, 0.4094, 0.2143], [2.0219, 1.1876, 0.9797], [2.4036, -0.5007, 1.3390], [1.5360, 0.5614, -1.4247], [1.8207, -1.1368, -1.0213], [0.0002, -1.0320, 0.6909], [-1.2086, 0.9426, 0.8893], [-1.6595, -1.3600, -1.2427], [-1.1576, 0.2916, -1.8096], [-3.9330, -0.3922, 0.4345]],
  "forces_ev_per_a": [[-0.11, -0.02, 0.01], [-0.40, -0.02, -0.10], [-0.57, 0.18, 0.20], [0.77, 0.70, 1.31], [-1.19, -0.20, 0.52], [1.14, 0.30, 0.03], [-0.33, -0.43, -0.55], [-0.29, -0.10, -0.10], [0.03, -0.13, -0.08], [-0.07, 0.08, -0.16], [-0.18, -0.09, 0.09], [-0.38, 0.14, 0.08], [-0.14, 0.27, 0.09], [1.41, 0.55, -0.29], [0.20, -0.67, -0.37], [-0.89, -0.16, 0.69], [1.00, -0.39, -1.38]]
}

***

{
  "formula": "C5H12NO",
  "method": "the ωB97M-V functional and the def2-TZVPD basis",
  "fmax_ev_per_a": 1.27,
  "de_lowest_kj_mol": 48.2,
  "homo_lumo_gap_ev": [6.311, 8.994],
  "spin_multiplicity": 2,
  "s_squared": 0.757,
  "lumo_ha": [0.0203, 0.0197],
  "symbols": ["C", "C", "C", "C", "C", "N", "H", "H", "H", "H", "H", "H", "H", "H", "H", "H", "H", "H", "O"],
  "positions_angstrom": [[1.5459, -0.8471, 1.2299], [1.0418, 0.5293, 0.7367], [0.5108, 0.4725, -0.6732], [1.1742, 0.9116, -1.7471], [-1.7462, 0.1694, -1.5935], [-0.7088, -0.2143, -0.7981], [1.9586, -1.3933, 0.3755], [2.3920, -0.6782, 1.8939], [0.7196, -1.4862, 1.5347], [0.3233, 1.0125, 1.3898], [1.8828, 1.2254, 0.6950], [2.1750, 1.3234, -1.7090], [0.6864, 0.9045, -2.7113], [-2.5752, -0.5144, -1.7035], [-1.6821, 0.9701, -2.3056], [-0.9247, -0.8144, -0.0194], [-3.0343, -0.2915, 1.7686], [-1.5947, -0.8160, 2.1732], [-2.1445, -0.4634, 1.4634]],
  "forces_ev_per_a": [[0.00, 0.49, -1.17], [0.89, -0.01, -0.78], [-0.21, -0.66, -0.14], [-0.19, 0.46, -0.06], [-0.67, -0.46, -0.41], [0.73, 0.65, 0.04], [0.10, 0.21, -0.06], [-0.50, -0.50, 0.64], [0.22, 0.00, 0.83], [-0.31, -0.22, 0.21], [0.10, -0.14, 0.09], [-0.21, 0.22, 0.27], [0.14, -0.30, -0.14], [0.04, -0.03, 0.16], [0.45, 0.18, 0.07], [-0.33, 0.25, -0.16], [-0.07, -0.11, 0.41], [-0.56, 0.14, 0.24], [0.38, -0.15, -0.04]]
}